1.
2 unconnected molecules or ions with the total composition C3H9Cl2O4PS, computed with the ωB97M-V functional and the def2-TZVPD basis.

Calculated values
Kohn-Sham gap, eV: 9.207
HOMO level, eV: -9.2
Net charge: 0
Energy, eV: -56613.9854
Molar mass, g mol⁻¹: 243.05

Each line ends with the natural charge from an NBO analysis.
Element x y z (Å)
C  2.8729  -1.4961  0.0783  -1.04
P  1.2195  -0.5864  0.3693  1.30
O  1.0742  0.5640  -0.9747  -1.01
O  -0.1630  -1.6416  0.2764  -0.94
S  0.2776  -3.2856  0.1772  1.60
O  0.1261  -3.9890  1.5736  -0.84
O  -0.8344  -4.0360  -0.9146  -0.86
H  3.2303  -1.9122  1.1380  0.27
H  3.7107  -0.7087  -0.2404  0.27
H  2.8417  -2.3283  -0.7511  0.24
H  1.5566  1.4199  -0.6973  0.51
H  -0.4370  -3.9649  -1.8396  0.50
Cl  -3.2313  3.8387  1.4812  -0.06
C  -2.6090  3.0492  0.0103  -0.39
C  -1.3285  2.2723  0.2729  -0.40
Cl  0.0453  3.3445  0.6443  -0.07
H  -2.4636  3.8197  -0.7532  0.22
H  -3.3910  2.3685  -0.3380  0.23
H  -1.0514  1.7009  -0.6176  0.24
H  -1.4458  1.5710  1.1048  0.23


2.
A gas-phase ion, C3H9Cl3NSi (charge +1), computed with the ωB97M-V functional and the def2-TZVPD basis.

Calculated values
Kohn-Sham gap, eV: 11.308
HOMO level, eV: -14.5
Net charge: +1
Structure (SMILES): C[NH+](C)[Si](Cl)(Cl)CCl
Energy, eV: -50187.5459
Molar mass, g mol⁻¹: 193.56

Each line ends with the natural charge from an NBO analysis.
Element x y z (Å)
C  -1.5721  -0.4847  0.1829  -0.45
C  -0.3830  1.6264  0.0488  -0.45
C  1.0632  -0.8849  -1.2511  -0.86
N  -0.4724  0.3501  0.7533  -0.68
Si  1.3231  -0.5130  0.5768  1.58
Cl  2.7693  0.4483  1.4660  -0.22
Cl  0.8466  -2.1481  1.5893  -0.30
Cl  2.6464  -1.5450  -1.8446  0.01
H  -1.2714  -0.6501  -0.8420  0.21
H  -1.8530  -1.4108  0.9582  0.27
H  -2.5224  0.1181  0.0705  0.24
H  -1.2994  2.2459  0.2384  0.24
H  0.5244  2.1379  0.4508  0.23
H  -0.3197  1.5739  -1.0246  0.23
H  0.2043  -1.4238  -1.2778  0.23
H  0.9797  0.0549  -1.8447  0.26
H  -0.6636  0.5049  1.7499  0.44


3.
2 unconnected molecules or ions with the total composition C3H9ClN5, computed with the ωB97M-V functional and the def2-TZVPD basis.

Calculated values
Kohn-Sham gap, eV: 9.816
HOMO level, eV: -13.2
Net charge: +1
Energy, eV: -23221.8439
Molar mass, g mol⁻¹: 150.59

Each line ends with the natural charge from an NBO analysis.
Element x y z (Å)
C  -0.1932  -0.3364  -1.9580  0.75
C  -0.7252  -1.8912  -0.1798  0.69
C  1.5005  1.8401  0.1034  -0.42
N  -0.1212  0.7324  -2.5370  -0.65
N  -0.6421  -1.1955  0.9242  -0.73
N  -1.0379  -3.1772  -0.2357  -0.73
N  0.5856  1.5260  1.2140  -0.64
N  -0.2782  -1.3664  -1.3397  -0.57
Cl  1.3116  0.4842  2.3487  0.10
H  1.5402  1.0958  -0.6119  0.19
H  1.2556  2.9075  -0.1741  0.22
H  2.4780  1.8786  0.4536  0.20
H  -0.4964  1.1996  -3.3336  0.46
H  -1.0982  -1.6633  1.7692  0.42
H  -0.4172  -0.2057  1.0560  0.47
H  -1.6182  -3.7036  0.3877  0.43
H  -1.0918  -3.6269  -1.1340  0.43
H  0.4323  2.4014  1.6647  0.39


4.
2 unconnected molecules or ions with the total composition C3H9ClNO, computed with the ωB97M-V functional and the def2-TZVPD basis.

Calculated values
Kohn-Sham gap (spin up / spin down), eV: 10.854 / 5.625
HOMO level (spin up / spin down), eV: -14.5 / -11.0
Net charge: +1
Energy, eV: -19305.1023
Molar mass, g mol⁻¹: 110.56

Each line ends with the natural charge from an NBO analysis.
Element x y z (Å)
C  -2.5345  1.0657  -0.2686  -0.28
C  1.9511  0.4409  0.2252  -0.15
C  -1.2499  -0.6790  0.7409  0.05
N  2.4370  -0.8001  -0.4414  -0.74
O  -1.8130  -0.1839  -0.3259  -0.47
Cl  -0.4051  -2.0794  0.3702  0.00
H  -2.3266  1.8284  0.3824  0.20
H  -3.6207  0.9520  -0.1730  0.21
H  -2.3785  1.5472  -1.2351  0.21
H  1.9180  1.3394  -0.4675  0.21
H  2.1548  0.6306  1.2219  0.20
H  -1.7179  -0.6766  1.7512  0.20
H  3.3745  -1.1333  -0.2511  0.45
H  2.2123  -0.5432  -1.3943  0.46
H  1.9986  -1.7087  -0.1350  0.46


5.
A gas-phase ion, C3H9ClNO (charge +1), computed with the ωB97M-V functional and the def2-TZVPD basis.

Calculated values
Kohn-Sham gap, eV: 10.565
HOMO level, eV: -14.8
Net charge: +1
Structure (SMILES): C[NH+](C)COCl
Energy, eV: -19306.9606
Molar mass, g mol⁻¹: 110.56

Each line ends with the natural charge from an NBO analysis.
Element x y z (Å)
C  -0.0690  -1.2215  -0.2405  -0.44
C  0.7617  0.6646  0.8977  -0.38
C  -1.1550  0.8848  -0.8370  0.09
N  0.0854  0.2076  -0.4091  -0.36
O  -2.1582  1.0058  0.2712  -0.52
Cl  -3.2960  -0.2739  0.4374  0.28
H  0.8560  -1.6255  0.0467  0.24
H  -0.7531  -1.5940  0.4695  0.25
H  -0.2485  -1.6831  -1.2124  0.23
H  1.7802  0.7538  0.8134  0.24
H  0.1404  1.5663  1.1256  0.24
H  0.4698  -0.0851  1.5940  0.23
H  -0.9627  1.9028  -1.1366  0.24
H  -1.3950  0.2509  -1.6891  0.21
H  0.5792  0.2614  -1.3177  0.45


6.
A molecular structure, C3H9F3N3O3P3, computed with the ωB97M-V functional and the def2-TZVPD basis.

Calculated values
Kohn-Sham gap, eV: 9.916
HOMO level, eV: -9.3
Net charge: 0
Energy, eV: -49885.9462
Molar mass, g mol⁻¹: 285.04

Each line ends with the natural charge from an NBO analysis.
Element x y z (Å)
C  -2.8211  -1.5079  1.4711  -0.24
C  0.9408  3.1459  -1.6000  -0.28
C  -0.0462  -1.9508  -1.3109  -0.22
N  -0.5209  1.4188  0.2389  -1.42
N  0.3456  -0.6424  1.4306  -0.70
N  1.9798  0.3311  0.0374  -0.71
O  -2.0254  -0.5715  0.7439  -0.84
O  0.9862  1.7918  -1.9995  -0.75
O  0.3874  -0.6045  -1.7058  -0.82
F  0.0748  -1.4260  2.5928  -0.28
F  3.0011  1.2884  -0.1628  -0.24
F  2.5454  -1.7010  1.4740  -0.58
P  -1.0438  0.5260  1.4953  1.45
P  1.9745  -0.1773  1.6417  1.46
P  0.5554  0.7322  -0.8670  2.38
H  -3.4313  -1.8140  0.7165  0.19
H  -3.3096  -0.9472  2.1488  0.17
H  -2.3768  -2.3043  2.0529  0.18
H  0.2406  3.6676  -2.3008  0.20
H  1.8873  3.5825  -1.7899  0.19
H  0.8850  3.4839  -0.6079  0.22
H  -0.9175  -1.7125  -0.8146  0.22
H  0.7528  -2.2401  -0.6418  0.20
H  -0.0643  -2.3686  -2.2431  0.20


7.
A molecular structure, C3H9F8K2N4O20PS8, computed with the ωB97M-V functional and the def2-TZVPD basis.

Calculated values
Kohn-Sham gap (spin up / spin down), eV: 3.179 / 6.830
HOMO level (spin up / spin down), eV: 0.7 / -2.4
Net charge: -3
Energy, eV: -200522.5242
Multiplicity: 2
Molar mass, g mol⁻¹: 938.80

Each line ends with the Löwdin spin population.
Element x y z (Å)
K  -0.9658  -2.8741  -5.1339  0.52
K  -1.6702  -4.8157  -1.8735  0.39
N  -5.6772  2.3124  -4.5770  0.00
S  -5.4733  3.9997  -4.3364  0.00
O  -5.5288  4.8448  -5.5566  0.00
O  -4.7179  4.5738  -3.2053  0.00
F  -6.9453  4.2425  -3.6720  0.00
S  -4.2834  2.2303  -5.2428  0.00
O  -3.0533  2.3933  -4.4649  0.00
O  -4.2025  2.4594  -6.6915  0.00
F  -4.3641  0.5868  -5.3229  0.00
N  1.7199  -4.0617  2.6873  0.00
S  2.0300  -5.0415  1.2829  0.00
O  1.8905  -6.4893  1.4505  0.00
O  2.9843  -4.6291  0.2357  0.00
F  0.6322  -4.9031  0.4801  0.00
S  3.0605  -4.5137  3.1696  0.00
O  4.2750  -3.8601  2.6219  0.00
O  3.0900  -5.7965  3.9044  0.00
F  3.0773  -3.6197  4.4576  0.00
N  4.9539  -1.2503  0.4539  0.00
S  5.0047  -0.4657  1.9222  0.00
O  4.1595  -0.9414  3.0080  0.00
O  5.3140  0.9337  1.8978  0.00
F  6.4455  -1.1148  2.2862  0.00
S  3.6869  -0.5940  0.0355  0.00
O  3.8656  0.6809  -0.6493  0.00
O  2.4836  -0.8731  0.8022  0.00
F  3.4078  -1.5995  -1.1843  0.00
N  -1.0223  -2.1332  -2.5031  0.01
S  -2.4078  -1.0841  -2.0907  0.02
O  -2.1596  0.3163  -1.6670  0.00
O  -3.5096  -1.7511  -1.5005  0.01
F  -3.0055  -0.8008  -3.5374  0.01
S  0.0001  -1.4330  -1.6605  0.02
O  -0.3191  -1.3117  -0.2226  0.00
O  0.8236  -0.4613  -2.3278  0.00
F  0.9719  -2.7422  -1.5211  0.00
C  -2.0837  1.3926  1.6357  0.00
O  -1.4338  2.3911  2.3614  0.00
P  0.1705  2.3612  2.5683  0.00
O  0.7830  1.0930  3.1004  0.00
O  0.6892  2.7477  1.1029  0.00
C  0.8740  1.8649  0.0789  0.00
O  0.4399  3.6810  3.4154  0.00
C  0.1021  3.7455  4.7539  0.00
H  -2.4658  1.9397  0.7739  0.00
H  -2.9365  1.0627  2.2289  0.00
H  -1.5006  0.5236  1.3308  0.00
H  0.1468  2.2113  -0.6554  0.00
H  0.7579  0.8067  0.3130  0.00
H  1.8874  2.0829  -0.2582  0.00
H  0.9322  4.1882  5.3045  0.00
H  -0.3605  2.9083  5.2766  0.00
H  -0.5729  4.5862  4.9143  0.00


8.
2 unconnected molecules or ions with the total composition C3H9IN, computed with the ωB97M-V functional and the def2-TZVPD basis.

Calculated values
Kohn-Sham gap (spin up / spin down), eV: 7.242 / 9.005
HOMO level (spin up / spin down), eV: -11.8 / -13.0
Net charge: +1
Energy, eV: -12836.6801
Molar mass, g mol⁻¹: 186.02

Each line ends with the natural charge from an NBO analysis.
Element x y z (Å)
C  0.5096  0.7799  0.6513  -0.34
C  0.4188  -0.7265  0.6106  -0.34
C  -1.9540  1.3884  -0.5232  -0.58
N  1.4666  -1.2421  -0.3751  -0.70
I  -3.1843  -0.1605  0.0052  0.26
H  0.5459  1.2914  1.6174  0.24
H  0.5843  1.2034  -0.3554  0.20
H  0.5652  -1.0599  1.6517  0.25
H  -0.6716  -1.0875  0.3592  0.26
H  -1.7363  1.6226  -1.6037  0.21
H  -1.8081  2.2014  0.1344  0.19
H  2.4730  -1.0992  -0.1896  0.45
H  1.3177  -0.8262  -1.3418  0.45
H  1.4733  -2.2851  -0.6408  0.45


9.
A molecular structure, C3H9INP, computed with the ωB97M-V functional and the def2-TZVPD basis.

Calculated values
Kohn-Sham gap, eV: 8.288
HOMO level, eV: -8.4
Net charge: 0
Energy, eV: -22132.7872
Molar mass, g mol⁻¹: 216.99

Each line ends with the natural charge from an NBO analysis.
Element x y z (Å)
C  0.2652  1.2588  -0.7137  -0.71
C  0.7957  0.5224  1.6572  -0.69
C  -0.2189  0.7276  0.5843  0.19
N  -0.6988  -1.3400  0.1007  -1.06
P  0.2604  -1.7914  -1.2191  0.52
I  -2.7385  -1.4817  -0.1953  0.23
H  1.3224  1.0657  -0.6854  0.21
H  -0.0311  0.6461  -1.5601  0.25
H  0.0710  2.3042  -0.8118  0.24
H  0.2228  0.0774  2.5344  0.24
H  1.3882  1.3731  1.8543  0.24
H  1.4975  -0.0747  1.2162  0.24
H  -1.3206  0.8640  0.8620  0.22
H  -0.3675  -3.0870  -1.3857  -0.03
H  -0.4477  -1.0645  -2.2380  -0.09


10.
A molecular structure, C3H9KO2, computed with the ωB97M-V functional and the def2-TZVPD basis.

Calculated values
Kohn-Sham gap, eV: 6.326
HOMO level, eV: -6.8
Net charge: 0
Energy, eV: -23674.5663
Molar mass, g mol⁻¹: 116.20

Each line ends with the natural charge from an NBO analysis.
Element x y z (Å)
O  -0.3065  1.3503  1.1062  -0.91
C  2.4523  -1.7619  1.3569  -0.25
O  1.6798  -0.6936  0.8501  -0.59
C  1.9363  0.5524  1.4817  -0.09
C  1.0485  1.6173  0.8686  -0.09
H  2.1691  -2.6687  0.8090  0.18
H  3.5267  -1.5704  1.2060  0.18
H  2.2593  -1.9102  2.4317  0.18
H  2.9979  0.8243  1.3491  0.17
H  1.7303  0.4624  2.5632  0.17
H  1.2612  1.6670  -0.2183  0.16
H  1.3508  2.5904  1.2974  0.17
K  -0.6486  -0.8986  -0.0659  0.91
H  -1.0188  1.5750  0.2162  0.37
H  -1.9067  1.5299  -0.7569  -0.57


| no. | strongest force on any atom (Eh/bohr) |
| --- | --- |
| 1 | 0.1199 |
| 2 | 0.1090 |
| 3 | 0.0940 |
| 4 | 0.0637 |
| 5 | 0.0899 |
| 6 | 0.0804 |
| 7 | 0.2346 |
| 8 | 0.0646 |
| 9 | 0.0765 |
| 10 | 0.0200 |